Entry 1:
A single C6H11N molecule. Source: OMol25; level of theory: wB97M-V/def2-TZVPD.

Summary:
Gap between HOMO and LUMO (Eh): 0.2010
ΔE to the lowest compared entry with this formula, charge and spin (eV): 5.845

```
! RIJCOSX wB97M-V def2-TZVPD def2/J DEFGRID3
* xyz 0 1
C 1.12530 -1.09704 2.57578
N 0.85307 -1.33157 -0.37237
C 0.34163 -0.22350 0.33013
C 0.74935 -0.00980 1.59794
C -1.58035 1.59002 -2.35189
C -1.24146 0.44453 -1.49758
C -0.43092 0.76227 -0.33551
H 1.98931 -1.69138 2.26445
H 0.26357 -1.71293 2.82215
H 1.62029 -0.61554 3.42337
H 0.59477 -1.35772 -1.34345
H 1.84330 -1.43155 -0.23840
H 0.38994 0.86849 2.12528
H -2.56146 2.05245 -2.32227
H -0.91912 2.08773 -3.04624
H -0.51845 0.28198 -2.36821
H -1.92774 -0.37563 -1.30146
H -0.59102 1.75919 0.03828
*
```



Entry 2:
C6H11N as an isolated structure. Source: OMol25; level of theory: wB97M-V/def2-TZVPD.

Summary:
Gap between HOMO and LUMO (Eh): 0.3576
ΔE to the lowest compared entry with this formula, charge and spin (eV): 2.732

```
! RIJCOSX wB97M-V def2-TZVPD def2/J DEFGRID3
* xyz 0 1
C 0.15898 1.81948 0.67629
C 0.94179 0.54176 1.16568
C 0.20651 -0.54780 0.47489
C 0.24743 -1.96941 -0.01009
C -0.45215 -1.35857 -1.27732
C -0.51468 1.32807 -0.60158
H -0.75330 2.09018 1.19534
H 0.92224 2.62022 0.43027
H 2.01648 0.57552 0.80375
H 0.90075 0.49902 2.24578
H -0.86077 -0.41717 0.79004
H 1.21176 -2.48003 -0.18868
H -0.30528 -2.67571 0.47360
H -0.18168 -1.69592 -2.22686
H -1.59713 -1.46818 -1.14169
H -1.61080 1.23236 -0.38327
H -0.42281 1.92199 -1.57550
N 0.09267 -0.01582 -0.85064
*
```



Entry 3:
C6H11N as an isolated structure. Source: OMol25; level of theory: wB97M-V/def2-TZVPD.

Summary:
Gap between HOMO and LUMO (Eh): 0.3777
ΔE to the lowest compared entry with this formula, charge and spin (eV): 2.984

```
! RIJCOSX wB97M-V def2-TZVPD def2/J DEFGRID3
* xyz 0 1
C -0.08216 1.75173 0.06316
C -0.61516 0.50863 -0.55099
C 0.74441 -0.11150 -0.08185
C -2.07051 -0.05035 0.01332
C 1.78770 -0.59121 -1.04828
C 0.43773 -0.76725 1.29420
N 1.07453 1.31178 0.39174
H -0.62505 2.74921 0.12060
H -0.61338 0.46940 -1.58113
H -1.95330 -0.47619 0.92635
H -2.64769 -0.71893 -0.68092
H -2.78899 0.82596 0.09896
H 2.70091 -0.56897 -0.60646
H 1.93570 -0.00059 -1.83924
H 1.44244 -1.53117 -1.30222
H -0.39570 -0.36625 1.83035
H 1.34658 -0.68913 1.92705
H 0.32195 -1.74517 1.02534
*
```



Entry 4:
A single C6H11N molecule. Source: OMol25; level of theory: wB97M-V/def2-TZVPD.

Summary:
Gap between HOMO and LUMO (Eh): 0.3241
ΔE to the lowest compared entry with this formula, charge and spin (eV): 1.477
Structure (SMILES): C/C=C(N)/C=C/C

```
! RIJCOSX wB97M-V def2-TZVPD def2/J DEFGRID3
* xyz 0 1
C -3.02489 0.39371 0.52162
C -1.67601 0.63332 -0.13557
C -0.57055 -0.07740 0.15720
N -0.36615 -0.67411 1.47154
C 0.65622 0.02310 -0.63933
C 1.83261 -0.45087 -0.23004
C 3.07334 -0.23802 -1.08761
H -3.78184 0.44772 -0.25683
H -3.21478 1.20567 1.22736
H -3.02724 -0.61837 0.91523
H -1.56787 1.34180 -0.95444
H 0.27080 -0.05724 1.96319
H -1.25272 -0.62264 1.96036
H 0.57488 0.41298 -1.64825
H 1.95384 -1.10305 0.61853
H 3.06329 0.79462 -1.42359
H 3.06482 -0.95267 -1.91633
H 3.99223 -0.45853 -0.54303
*
```



Entry 5:
A single C6H11N molecule. Source: OMol25; level of theory: wB97M-V/def2-TZVPD.

Summary:
Gap between HOMO and LUMO (Eh): 0.3428
ΔE to the lowest compared entry with this formula, charge and spin (eV): 6.845
Structure (SMILES): C1CC[C@@H]2N[C@H]2C1

```
! RIJCOSX wB97M-V def2-TZVPD def2/J DEFGRID3
* xyz 0 1
C -0.94509 0.90716 0.13447
C -1.52942 -0.41326 -0.08991
C -0.29434 -1.58470 0.24272
C 0.78505 -0.62127 -0.45972
N 2.22326 -0.48327 -0.22866
C 1.33288 0.39015 0.51952
C 0.50737 1.48504 -0.17533
H -1.50608 1.39968 1.19021
H -1.54970 1.54814 -0.67012
H -1.41729 -0.59907 -1.19789
H -2.56453 -0.65481 0.09641
H -0.83020 -2.33774 -0.35052
H -0.07999 -2.11880 1.16099
H 0.70979 -0.16995 -1.46792
H 2.49070 -1.00806 0.42835
H 1.16837 0.30465 1.64216
H 0.80359 2.45113 0.46209
H 0.69564 1.50498 -1.23685
*
```



Entry 6:
A single C6H11N molecule. Source: OMol25; level of theory: wB97M-V/def2-TZVPD.

Summary:
Gap between HOMO and LUMO (Eh): 0.3422
ΔE to the lowest compared entry with this formula, charge and spin (eV): 1.913
Structure (SMILES): C=C/C=C/CCN

```
! RIJCOSX wB97M-V def2-TZVPD def2/J DEFGRID3
* xyz 0 1
C 3.16332 -0.37049 -1.27601
C 2.08126 -0.94994 -0.74451
C 0.93069 -0.25852 -0.19289
C 0.06133 -0.83209 0.64358
C -1.14839 -0.20302 1.25550
C -2.17116 0.31640 0.23499
N -1.65166 1.53934 -0.36898
H 3.37075 0.68928 -1.18502
H 3.87270 -0.97990 -1.81961
H 2.20876 -2.00623 -0.50901
H 0.94075 0.80411 -0.18261
H 0.29991 -1.80280 1.07877
H -0.93079 0.63412 1.91953
H -1.72016 -0.89501 1.87904
H -2.39655 -0.41985 -0.53592
H -3.13280 0.53295 0.71918
H -2.14606 1.88551 -1.18130
H -1.63193 2.31613 0.26528
*
```



Entry 7:
A single C6H11N molecule. Source: OMol25; level of theory: wB97M-V/def2-TZVPD.

Summary:
Gap between HOMO and LUMO (Eh): 0.2963
ΔE to the lowest compared entry with this formula, charge and spin (eV): 2.455
Structure (SMILES): C/C=C/C=C/NC

```
! RIJCOSX wB97M-V def2-TZVPD def2/J DEFGRID3
* xyz 0 1
C 2.61791 2.61954 0.25392
C 1.25574 2.05951 0.04727
C 0.81959 0.79155 0.26079
C -0.14176 0.10038 -0.58789
C -0.65072 -1.06057 -0.11794
N -1.43579 -2.02904 -0.69949
C -2.40907 -2.70905 0.13041
H 3.26472 2.68477 -0.62463
H 3.17648 2.21063 1.11949
H 2.57011 3.65248 0.61644
H 0.48489 2.78818 -0.19852
H 1.20679 0.24839 1.11592
H -0.44715 0.40747 -1.58389
H -0.34267 -1.34245 0.88981
H -1.72543 -1.78999 -1.63872
H -2.17635 -3.75538 0.33751
H -2.66576 -2.12287 1.01924
H -3.40151 -2.75354 -0.33971
*
```



Entry 8:
A single C6H11N molecule. Source: OMol25; level of theory: wB97M-V/def2-TZVPD.

Summary:
Gap between HOMO and LUMO (Eh): 0.3421
ΔE to the lowest compared entry with this formula, charge and spin (eV): 4.933
Structure (SMILES): NC1C[C@H]2C[C@@H]2C1

```
! RIJCOSX wB97M-V def2-TZVPD def2/J DEFGRID3
* xyz 0 1
N 1.62588 -0.25127 -1.59877
C 0.73226 0.47333 -0.82179
C -0.70139 0.06694 -0.93843
C -1.24400 0.26855 0.51507
C -1.61129 -0.49310 1.62294
C -0.14331 -0.56053 1.11854
C 1.12632 0.30955 0.68264
H 2.49781 0.26396 -1.82940
H 1.22559 -0.56986 -2.61770
H 0.69278 1.53453 -1.22079
H -0.84677 -0.98115 -1.24962
H -1.02830 0.67273 -1.80461
H -1.25946 1.33530 0.94053
H -1.97832 0.03835 2.61658
H -1.96428 -1.51299 1.66447
H -0.11505 -1.63098 0.68699
H 2.05457 -0.19452 1.07571
H 0.93696 1.23117 1.15764
*
```



Entry 9:
A 2-piece molecular cluster, C6H11N overall. Source: OMol25; level of theory: wB97M-V/def2-TZVPD.

Summary:
Gap between HOMO and LUMO (Eh): 0.3345
ΔE to the lowest compared entry with this formula, charge and spin (eV): 3.885
Structure (SMILES): C#CC(=C)C.CN

```
! RIJCOSX wB97M-V def2-TZVPD def2/J DEFGRID3
* xyz 0 1
C 1.42643 -1.85438 0.57314
C 0.73458 -1.14560 -0.13507
C -0.26930 -0.78177 -1.14510
C 0.15814 -0.50277 -2.39349
C -1.74251 -0.91663 -0.86034
H 1.89867 -2.60725 1.16894
H -0.52355 -0.20292 -3.18287
H 1.19427 -0.62616 -2.69255
H -2.33501 -0.31674 -1.55945
H -2.07744 -1.95653 -0.88666
H -1.97260 -0.51518 0.13195
C 0.47714 1.87111 2.08405
N 0.46393 1.39503 0.71163
H 1.28310 1.41474 2.66319
H -0.47734 1.67234 2.57669
H 0.62421 2.95315 2.11290
H 1.37526 1.54698 0.28198
H -0.23798 0.57260 0.55108
*
```



Entry 10:
A single C6H11N molecule. Source: OMol25; level of theory: wB97M-V/def2-TZVPD.

Summary:
Gap between HOMO and LUMO (Eh): 0.3865
ΔE to the lowest compared entry with this formula, charge and spin (eV): 1.654
Structure (SMILES): [H]/N=C(\C)C(=C)CC

```
! RIJCOSX wB97M-V def2-TZVPD def2/J DEFGRID3
* xyz 0 1
H -1.54061 2.67025 0.49187
N -1.73917 1.80327 -0.01505
C -0.93549 0.86134 0.34774
C 0.29919 1.18450 1.27230
C -0.92712 -0.46278 -0.24050
C -1.92357 -1.32610 -0.05147
C 0.47478 -0.71473 -1.10776
C 1.88175 -0.68920 -0.55200
H 1.03381 1.79034 0.73930
H 0.73258 0.29459 1.73158
H -0.13547 1.76188 2.09390
H -1.96951 -2.26752 -0.59026
H -2.72471 -1.10997 0.65233
H 0.39673 -0.01478 -1.94439
H 0.30058 -1.71626 -1.51562
H 1.95340 -1.20617 0.40926
H 2.26131 0.33318 -0.47144
H 2.56150 -1.19186 -1.24981
*
```



Among the records above, which one has the lowest gap between HOMO and LUMO? number 1



Copy entry 10 word for word.
A single C6H11N molecule. Source: OMol25; level of theory: wB97M-V/def2-TZVPD.

Summary:
Gap between HOMO and LUMO (Eh): 0.3865
ΔE to the lowest compared entry with this formula, charge and spin (eV): 1.654
Structure (SMILES): [H]/N=C(\C)C(=C)CC

```
! RIJCOSX wB97M-V def2-TZVPD def2/J DEFGRID3
* xyz 0 1
H -1.54061 2.67025 0.49187
N -1.73917 1.80327 -0.01505
C -0.93549 0.86134 0.34774
C 0.29919 1.18450 1.27230
C -0.92712 -0.46278 -0.24050
C -1.92357 -1.32610 -0.05147
C 0.47478 -0.71473 -1.10776
C 1.88175 -0.68920 -0.55200
H 1.03381 1.79034 0.73930
H 0.73258 0.29459 1.73158
H -0.13547 1.76188 2.09390
H -1.96951 -2.26752 -0.59026
H -2.72471 -1.10997 0.65233
H 0.39673 -0.01478 -1.94439
H 0.30058 -1.71626 -1.51562
H 1.95340 -1.20617 0.40926
H 2.26131 0.33318 -0.47144
H 2.56150 -1.19186 -1.24981
*
```



What did the tenth record say?
A single C6H11N molecule. Source: OMol25; level of theory: wB97M-V/def2-TZVPD.

Summary:
Gap between HOMO and LUMO (Eh): 0.3865
ΔE to the lowest compared entry with this formula, charge and spin (eV): 1.654
Structure (SMILES): [H]/N=C(\C)C(=C)CC

```
! RIJCOSX wB97M-V def2-TZVPD def2/J DEFGRID3
* xyz 0 1
H -1.54061 2.67025 0.49187
N -1.73917 1.80327 -0.01505
C -0.93549 0.86134 0.34774
C 0.29919 1.18450 1.27230
C -0.92712 -0.46278 -0.24050
C -1.92357 -1.32610 -0.05147
C 0.47478 -0.71473 -1.10776
C 1.88175 -0.68920 -0.55200
H 1.03381 1.79034 0.73930
H 0.73258 0.29459 1.73158
H -0.13547 1.76188 2.09390
H -1.96951 -2.26752 -0.59026
H -2.72471 -1.10997 0.65233
H 0.39673 -0.01478 -1.94439
H 0.30058 -1.71626 -1.51562
H 1.95340 -1.20617 0.40926
H 2.26131 0.33318 -0.47144
H 2.56150 -1.19186 -1.24981
*
```